1.
# C31H54F3N3O4S

A 2-piece molecular cluster, C31H54F3N3O4S overall in a non-equilibrium geometry (wB97M-V/def2-TZVPD, the Open Molecules 2025 dataset).

Structure (XYZ):
```
96
Properties=species:S:1:pos:R:3:forces:R:3
C 4.278 2.616 0.764 -0.798 -0.126 0.067
C 2.895 3.398 0.529 1.617 -1.029 -0.354
C 2.077 2.559 -0.521 0.391 0.511 -0.259
C 0.612 3.086 -0.814 0.601 0.182 0.771
C -0.564 2.185 -0.256 -0.382 0.897 -0.373
C -0.392 0.643 -0.505 -0.267 0.193 -0.855
C -0.038 -0.248 0.730 1.703 0.499 0.160
C 0.660 0.459 1.946 -0.190 -0.326 0.928
C 1.798 -0.400 2.656 -0.232 0.637 1.203
C 1.187 -1.242 3.874 -0.419 0.186 -0.257
C 2.851 0.597 3.339 -0.894 -0.320 0.373
N -1.202 -1.030 1.277 0.458 -1.361 -2.673
C -1.620 -1.888 0.230 0.371 0.480 -0.348
N -2.151 -3.076 0.478 0.061 0.656 0.413
C -2.378 -3.663 1.816 -0.911 -1.608 -0.258
C -1.652 -5.076 1.872 0.050 0.076 0.144
C -0.541 -5.217 2.982 0.481 -0.615 -0.183
C 0.915 -5.027 2.465 2.900 0.136 -0.804
C 1.336 -3.940 1.555 0.711 -1.545 0.917
C 2.713 -3.750 1.111 -0.495 -1.059 1.110
C 3.791 -4.630 1.554 -3.091 -0.502 0.909
C 3.395 -5.742 2.444 -0.770 1.731 -0.852
C 2.005 -5.932 2.889 0.784 1.389 -1.141
N -1.429 -1.505 -1.116 -1.188 0.232 2.588
C -1.611 -0.013 -1.307 0.467 0.614 -0.024
C -3.032 0.391 -0.758 -0.358 0.262 -0.067
C -4.244 -0.466 -1.306 -0.229 1.259 0.662
O -5.359 -0.248 -0.401 0.588 0.353 -1.128
C -5.945 1.037 -0.603 -2.223 0.640 0.859
C -7.425 0.980 -0.027 -0.035 0.410 -0.019
C -1.515 0.224 -2.872 -0.042 -0.442 -0.321
C -1.622 1.731 -3.316 -0.625 -0.420 -0.764
C -0.270 -0.551 -3.539 0.066 0.044 -0.326
C 0.508 0.299 -4.619 -0.293 -0.086 0.615
H 4.670 2.842 1.791 -0.029 -0.105 -1.052
H 5.017 2.850 -0.041 -0.577 -0.060 0.775
H 4.074 1.505 0.723 0.299 1.011 0.113
H 3.205 4.397 0.112 -0.873 -0.829 0.498
H 2.417 3.473 1.541 -0.031 0.199 -0.994
H 2.133 1.480 -0.190 -0.352 0.934 -0.297
H 2.673 2.601 -1.481 -0.601 0.021 0.983
H 0.519 4.080 -0.283 0.054 -0.930 -0.748
H 0.544 3.320 -1.904 -0.171 -0.313 0.921
H -1.494 2.559 -0.778 0.925 -0.504 0.617
H -0.715 2.476 0.822 0.137 -0.716 -0.900
H 0.484 0.539 -1.212 -0.852 0.069 0.847
H 0.685 -1.040 0.360 -0.596 0.934 0.254
H 1.084 1.471 1.746 -0.500 -0.916 -0.378
H -0.139 0.609 2.736 0.732 0.138 -0.906
H 2.288 -1.091 1.926 -0.297 0.646 0.575
H 0.815 -2.255 3.553 0.579 0.708 0.413
H 0.287 -0.710 4.311 0.979 -0.343 -0.499
H 1.918 -1.317 4.729 -0.652 -0.349 -1.076
H 3.873 0.149 3.397 -0.834 0.478 -0.156
H 2.479 0.747 4.396 0.559 -0.007 -1.027
H 2.855 1.611 2.871 0.294 -0.990 0.158
H -0.805 -1.547 2.070 -0.686 -0.005 -0.141
H -2.408 -3.650 -0.328 0.081 0.304 0.534
H -2.152 -2.981 2.667 0.128 -0.434 -0.955
H -3.485 -3.880 1.876 1.103 0.493 0.009
H -2.441 -5.870 2.007 0.848 0.855 0.051
H -1.184 -5.288 0.868 -0.423 0.264 1.003
H -0.703 -4.523 3.848 -0.070 -0.502 -0.763
H -0.626 -6.265 3.394 0.246 1.130 -0.322
H 0.545 -3.237 1.206 0.804 -0.525 0.159
H 2.916 -2.876 0.446 -0.074 -0.936 0.597
H 4.837 -4.448 1.227 -0.967 -0.311 0.365
H 4.229 -6.405 2.786 -1.167 0.479 -0.201
H 1.829 -6.794 3.575 -0.091 0.891 -0.668
H -2.067 -2.006 -1.742 0.471 -0.025 0.235
H -3.261 1.463 -1.024 0.403 -1.151 0.221
H -3.106 0.358 0.368 0.345 -0.123 -1.153
H -4.562 -0.047 -2.303 0.470 -0.896 0.632
H -4.075 -1.571 -1.316 -0.139 0.920 -0.136
H -6.052 1.335 -1.682 0.520 -0.522 0.730
H -5.439 1.871 -0.042 -0.005 -0.862 -0.608
H -7.444 0.980 1.096 0.167 -0.207 -1.048
H -7.992 0.094 -0.410 0.674 0.654 0.325
H -8.016 1.893 -0.336 0.805 -0.857 0.209
H -2.426 -0.292 -3.311 0.765 0.598 0.548
H -2.497 2.249 -2.829 1.125 -0.426 -0.321
H -0.671 2.308 -3.236 -0.939 -0.425 0.285
H -1.881 1.719 -4.416 0.322 0.072 1.139
H -0.653 -1.498 -4.025 0.351 0.959 0.516
H 0.477 -0.891 -2.772 -0.753 0.389 -0.556
H 0.964 1.178 -4.092 -0.193 -0.758 -0.734
H -0.182 0.682 -5.411 0.674 -0.372 0.608
H 1.310 -0.320 -5.092 -0.653 0.583 0.415
C 3.860 7.262 -2.931 0.197 0.850 0.143
F 2.986 8.119 -3.500 0.058 -0.449 0.054
F 5.081 7.607 -3.391 -0.287 -0.384 0.034
F 3.861 7.546 -1.608 -0.080 -0.347 -0.239
S 3.446 5.490 -3.277 -0.169 -1.781 -0.599
O 3.492 5.367 -4.721 0.075 0.653 0.280
O 2.116 5.291 -2.719 0.082 0.544 0.254
O 4.476 4.719 -2.598 -0.023 0.641 0.262
```
Positions in Å, forces in eV/Å.

Values from the calculation:
Multiplicity: 1
DFT total energy, Ha: -2376.46348

2.
# C31H54N2O12P2

A 3-piece molecular cluster, C31H54N2O12P2 overall in a non-equilibrium geometry (wB97M-V/def2-TZVPD, the Open Molecules 2025 dataset).

Structure (XYZ):
```
101
Properties=species:S:1:pos:R:3:forces:R:3
C 4.369 -4.507 -0.439 -1.198 0.716 -0.073
C 3.662 -3.763 0.796 2.208 -0.814 0.162
C 4.820 -2.940 1.517 -0.341 -0.502 -0.760
C 5.405 -1.794 0.607 1.088 0.356 1.426
C 6.820 -1.380 1.221 -0.394 0.283 -0.780
N 7.938 -2.144 0.585 -0.830 -0.276 1.000
C 9.127 -2.174 1.464 0.802 0.665 -0.147
C 10.362 -1.419 0.833 1.324 0.378 -0.332
C 10.276 -0.614 -0.393 2.173 -0.363 1.525
C 11.477 0.064 -0.896 -0.368 -0.759 1.375
C 12.760 -0.021 -0.194 -1.794 -1.219 0.839
C 12.851 -0.830 1.026 -1.924 0.482 -1.431
C 11.652 -1.521 1.525 0.667 1.336 -1.717
O 11.774 -2.264 2.721 -0.128 -0.075 -1.184
O 2.569 -2.943 0.402 -0.183 -0.688 0.353
C 1.307 -3.587 0.554 -1.408 -0.773 0.806
C 0.093 -2.571 0.574 0.807 -1.264 -0.042
O -0.045 -2.052 1.906 -0.112 0.837 -0.997
C -0.836 -0.863 1.965 -1.971 -0.051 0.871
C -1.514 -0.867 3.415 0.542 0.174 -0.365
N -2.205 0.392 3.739 0.239 -0.378 -0.035
C -2.009 -0.792 0.929 -2.023 0.427 -2.203
C -3.264 -1.582 1.030 0.362 1.257 -1.278
C -4.368 -1.465 0.063 2.099 1.489 -0.244
C -4.271 -0.522 -1.061 2.250 -0.566 1.789
C -3.009 0.278 -1.202 -1.267 -1.916 1.521
C -1.919 0.134 -0.224 -1.771 -0.821 0.003
C 0.993 -4.712 -0.509 1.370 1.194 -2.737
C 1.516 -4.184 -2.005 -3.031 1.430 -0.118
C 0.312 -3.607 -2.958 4.570 2.272 1.820
O 1.418 -2.743 -2.226 0.902 -3.171 0.387
H 3.860 -5.488 -0.627 0.689 0.710 0.142
H 4.199 -3.867 -1.354 0.451 -0.668 0.917
H 5.462 -4.631 -0.238 -0.999 -0.086 -0.306
H 3.371 -4.584 1.512 -0.202 0.908 -0.514
H 4.511 -2.589 2.541 0.152 0.009 -1.128
H 5.645 -3.695 1.701 -0.856 0.711 -0.132
H 5.598 -2.107 -0.452 -0.558 0.306 0.895
H 4.755 -0.886 0.684 0.350 -0.901 -0.473
H 7.047 -0.295 1.005 -0.403 -0.999 0.567
H 6.763 -1.580 2.331 0.196 0.446 -0.881
H 7.574 -3.093 0.433 0.516 0.413 0.105
H 9.409 -3.224 1.736 -0.095 0.929 -0.267
H 8.911 -1.626 2.426 0.149 -0.683 -0.777
H 9.287 -0.541 -0.903 1.053 -0.087 0.428
H 11.342 0.677 -1.823 0.422 -0.619 1.001
H 13.679 0.512 -0.549 -1.147 -0.570 0.258
H 13.841 -0.880 1.541 -1.179 -0.141 -0.287
H 12.333 -3.040 2.523 -0.329 0.571 0.205
H 1.301 -4.095 1.570 -0.099 0.556 -0.924
H 0.252 -1.801 -0.222 -0.213 -0.505 0.771
H -0.828 -3.198 0.379 0.880 0.857 -0.145
H -0.246 0.091 1.857 -0.166 -0.977 -0.010
H -0.695 -1.035 4.165 -0.816 0.045 -0.649
H -2.266 -1.703 3.490 1.020 0.759 -0.078
H -2.997 0.557 3.114 0.521 0.043 0.169
H -1.554 1.178 3.723 -0.425 -0.248 -0.149
H -3.411 -2.286 1.881 0.245 0.622 -0.829
H -5.280 -2.093 0.208 0.923 0.708 -0.186
H -5.133 -0.487 -1.772 1.038 0.328 0.641
H -2.955 0.967 -2.081 0.214 -0.619 1.033
H -1.011 0.777 -0.376 -0.904 -0.814 0.297
H -0.096 -4.858 -0.709 0.927 -0.068 0.789
H 1.509 -5.687 -0.329 -0.521 0.826 0.107
H 2.357 -4.777 -2.522 -1.400 1.247 0.733
H 0.754 -3.397 -3.962 -1.748 -0.754 0.283
H -0.467 -2.966 -2.472 -0.421 -1.831 -1.074
C -9.724 3.293 -0.421 0.257 0.697 -0.147
O -9.883 2.175 -1.276 -1.761 -2.288 -2.407
P -8.598 1.458 -2.117 5.822 3.712 6.264
O -7.941 0.962 -0.849 -0.658 -0.973 -0.808
O -7.965 2.925 -2.527 -0.823 -0.603 -1.088
C -8.741 3.919 -3.189 0.139 0.435 0.044
O -7.431 0.681 -3.093 -3.014 -0.612 -1.195
C -7.643 0.741 -4.505 0.142 0.077 -0.309
H -10.276 3.092 0.499 0.037 -0.283 -0.132
H -8.677 3.497 -0.184 -0.093 -0.122 -0.113
H -10.180 4.167 -0.889 0.114 0.091 0.055
H -8.721 4.828 -2.586 0.021 -0.065 -0.039
H -9.776 3.609 -3.339 -0.021 0.026 0.046
H -8.287 4.149 -4.153 0.020 -0.081 -0.034
H -7.519 1.764 -4.868 -0.030 0.004 0.006
H -8.641 0.377 -4.758 0.121 -0.042 -0.193
H -6.904 0.107 -4.992 -0.020 -0.002 0.123
C -3.925 7.637 -0.219 -0.176 0.271 0.569
O -3.646 6.299 -0.581 1.962 -3.125 -0.460
P -4.776 5.042 -0.454 -6.946 5.657 -0.336
O -5.686 5.588 -1.525 0.958 -1.003 -0.137
O -5.295 5.568 1.028 0.964 -0.744 0.223
C -4.381 5.813 2.093 -0.214 0.192 0.267
O -5.682 3.617 -0.263 3.370 -0.441 -0.344
C -5.146 2.640 0.633 -0.063 -0.368 0.409
H -3.550 8.285 -1.014 -0.046 -0.260 -0.122
H -4.992 7.820 -0.071 0.113 -0.139 -0.077
H -3.372 7.884 0.689 -0.106 0.081 0.044
H -4.509 6.845 2.427 0.067 -0.052 -0.017
H -3.344 5.658 1.796 0.013 0.061 0.020
H -4.620 5.159 2.932 0.013 -0.100 -0.036
H -5.182 3.012 1.661 0.038 0.014 0.005
H -4.118 2.397 0.358 -0.080 -0.220 0.121
H -5.752 1.737 0.566 -0.046 0.117 -0.166
```
Positions in Å, forces in eV/Å.

Values from the calculation:
SMILES string: C[C@@H](CCCNCc1ccccc1O)O[C@@H](CO[C@H](CN)c1ccccc1)C[C@H]1CO1.COP(=O)(OC)OC.COP(=O)(OC)OC
Multiplicity: 1
DFT total energy, Ha: -2908.29731

| no. | frontier orbital gap (hartree) |
| --- | --- |
| 1 | 0.246 |
| 2 | 0.225 |